C21H21N3O | wB97M-V/def2-TZVPD

The calculation puts the energy above the lowest of the compared OMol25 structures with the same formula, charge and spin at 0.00 kcal/mol. Its net charge is 0. The frontier orbital gap comes out at 8.90 eV. As for the highest occupied orbital energy: -8.226 eV. Its structure (SMILES) is C=CCn1c([C@@H]2CC(=O)N(c3ccc(C)cc3)C2)nc2ccccc21. The LUMO energy comes out at 0.02464 Eh.

XYZ file:
```
46
Properties=species:S:1:pos:R:3:forces:R:3
O 1.7140 -1.6580 2.3462 0.109 -0.029 0.233
N -0.9528 0.8695 -0.2446 0.516 -0.144 -0.157
N 1.5970 -1.0752 0.1303 -0.100 0.184 -0.192
N -2.7473 -0.3453 0.2900 0.225 0.120 0.114
C 4.0521 1.5265 -0.7771 0.081 -0.072 0.028
C -1.9788 1.7253 0.0633 -0.697 -0.258 0.189
C -4.3441 2.9632 0.7456 -0.124 -0.010 0.032
C -2.0190 3.1141 0.0810 -0.028 -0.114 0.015
C 6.5082 1.7838 -0.3437 -0.020 -0.010 -0.056
C 3.9667 -0.8671 0.5992 -0.128 -0.057 -0.041
C 2.8097 -0.3680 0.0139 0.441 0.096 0.057
C 2.8576 0.8428 -0.6697 -0.095 -0.107 0.043
C -0.2329 -2.2232 0.9961 0.029 -0.012 0.038
C -4.0044 -3.2201 -1.3237 -0.049 -0.092 -0.056
C 0.6932 -1.2494 -0.9871 -0.090 -0.131 -0.411
C -3.2118 3.7140 0.4251 0.046 0.191 -0.014
C -4.3247 1.5828 0.7361 -0.159 -0.144 0.032
C -3.1291 0.9721 0.3939 0.320 0.639 -0.047
C -3.6051 -1.4951 0.4331 -0.248 -0.258 -0.089
C -1.4347 -0.3314 -0.1064 0.069 0.076 -0.132
C 5.1545 -0.1671 0.4910 -0.028 0.089 -0.072
C 5.2188 1.0326 -0.2035 -0.019 0.009 0.037
C -0.6537 -1.5837 -0.3341 0.037 -0.113 -0.043
C 1.1444 -1.6280 1.2804 -0.375 -0.220 0.267
C -4.0965 -1.9729 -0.9044 0.030 0.109 0.147
H -3.2782 4.7917 0.4488 0.002 0.084 0.000
H -5.2080 1.0121 0.9843 -0.089 -0.024 0.025
H -3.0704 -2.2970 0.9489 -0.089 0.077 0.026
H -4.5330 -1.2047 -1.5289 -0.076 0.064 -0.127
H 1.0433 -2.0763 -1.6194 -0.087 0.088 0.004
H 6.3652 2.8373 -0.1104 0.064 0.078 0.018
H -3.5706 -3.9943 -0.7111 0.128 -0.122 0.173
H -5.2580 3.4759 1.0069 -0.069 0.028 0.023
H 1.9562 1.2615 -1.0896 -0.129 0.025 -0.034
H 7.2689 1.3781 0.3183 0.086 0.019 0.028
H -1.2436 -2.2665 -0.9519 0.097 0.058 0.036
H 6.8734 1.7164 -1.3688 0.092 0.035 -0.031
H 4.0796 2.4677 -1.3077 -0.011 0.101 -0.053
H -0.9017 -2.0043 1.8272 0.043 -0.035 0.021
H -4.4582 -1.1958 1.0512 0.175 -0.063 0.028
H -0.1323 -3.3070 0.9080 0.014 -0.008 0.038
H 3.9292 -1.7934 1.1494 -0.026 -0.066 0.039
H -1.1417 3.6901 -0.1653 0.111 0.072 -0.031
H 0.6238 -0.3430 -1.5862 0.017 -0.114 0.043
H 6.0464 -0.5652 0.9533 0.090 -0.030 0.048
H -4.3720 -3.5253 -2.2880 -0.087 -0.008 -0.196
```
Forces are in eV/Å.

Mulliken atomic charge list, values in e, 5 entries: -0.66, -0.48, 0.34, 0.36, -0.98


C3H8N2 | wB97M-V/def2-TZVPD

The calculation puts the energy above the lowest of the compared OMol25 structures with the same formula, charge and spin at 155.81 kcal/mol. Its net charge is 0. The frontier orbital gap comes out at 6.99 eV. As for the highest occupied orbital energy: -8.492 eV. The LUMO energy comes out at -0.05502 Eh.

XYZ file:
```
13
Properties=species:S:1:pos:R:3:forces:R:3
N 1.9525 0.5632 0.3669 1.773 1.924 -1.542
N 0.2892 0.3457 -0.6757 -0.024 0.647 1.944
C -0.5598 0.0282 0.5058 0.163 -1.058 -0.528
C -2.0156 0.0609 0.1033 0.428 1.039 -1.240
C 1.6460 -0.1320 -0.7638 -0.908 -1.576 -1.113
H -2.1623 -0.5637 -0.7799 -0.304 -0.707 0.504
H 1.5341 -1.2609 -0.8137 0.626 0.366 0.542
H -0.4049 -0.9808 0.9300 0.681 0.181 -0.104
H 2.7530 0.2040 0.8890 -1.208 -1.149 1.096
H 2.1892 0.1234 -1.7008 -0.563 0.284 0.261
H -0.3695 0.7476 1.2989 -0.088 0.068 -0.181
H -2.2470 1.0387 -0.3463 -0.172 0.059 0.743
H -2.6050 -0.1745 0.9864 -0.403 -0.077 -0.382
```
Forces are in eV/Å.

Mulliken atomic charge list, values in e, 5 entries: -0.57, -0.28, -0.11, -1.21, -0.13


What did the second record say?
C3H8N2 | wB97M-V/def2-TZVPD

The calculation puts the energy above the lowest of the compared OMol25 structures with the same formula, charge and spin at 155.81 kcal/mol. Its net charge is 0. The frontier orbital gap comes out at 6.99 eV. As for the highest occupied orbital energy: -8.492 eV. The LUMO energy comes out at -0.05502 Eh.

XYZ file:
```
13
Properties=species:S:1:pos:R:3:forces:R:3
N 1.9525 0.5632 0.3669 1.773 1.924 -1.542
N 0.2892 0.3457 -0.6757 -0.024 0.647 1.944
C -0.5598 0.0282 0.5058 0.163 -1.058 -0.528
C -2.0156 0.0609 0.1033 0.428 1.039 -1.240
C 1.6460 -0.1320 -0.7638 -0.908 -1.576 -1.113
H -2.1623 -0.5637 -0.7799 -0.304 -0.707 0.504
H 1.5341 -1.2609 -0.8137 0.626 0.366 0.542
H -0.4049 -0.9808 0.9300 0.681 0.181 -0.104
H 2.7530 0.2040 0.8890 -1.208 -1.149 1.096
H 2.1892 0.1234 -1.7008 -0.563 0.284 0.261
H -0.3695 0.7476 1.2989 -0.088 0.068 -0.181
H -2.2470 1.0387 -0.3463 -0.172 0.059 0.743
H -2.6050 -0.1745 0.9864 -0.403 -0.077 -0.382
```
Forces are in eV/Å.

Mulliken atomic charge list, values in e, 5 entries: -0.57, -0.28, -0.11, -1.21, -0.13


Which value of net charge does entry 1 give?
0


The highest frontier orbital gap belongs to which entry?
C21H21N3O


What is the formula in the first record?
C21H21N3O